{"formula": "C20H45N6O8Tl", "method": "ωB97M-V/def2-TZVPD", "largest_force_ev_per_a": 4.2, "s_squared": 1.799, "total_energy_ha": -1890.8289, "orbital_gap_ha": [0.143, 0.098], "total_charge": 3, "multiplicity": 2, "homo_ev": [-15.40, -15.60], "symbols": ["Tl", "C", "C", "O", "O", "H", "H", "H", "C", "C", "O", "N", "C", "H", "H", "H", "H", "H", "H", "H", "C", "C", "O", "N", "C", "H", "H", "H", "H", "H", "H", "H", "C", "C", "O", "N", "C", "H", "H", "H", "H", "H", "H", "H", "C", "C", "O", "N", "C", "H", "H", "H", "H", "H", "H", "H", "C", "C", "O", "N", "C", "H", "H", "H", "H", "H", "H", "H", "C", "C", "O", "N", "C", "H", "H", "H", "H", "H", "H", "H"], "coordinates": [[-2.41, -1.98, 3.41], [-0.34, 0.74, -0.40], [-1.19, -0.59, -0.40], [-1.65, -0.96, 0.75], [-1.47, -1.24, -1.41], [0.56, 0.43, -0.93], [-0.13, 1.16, 0.59], [-0.90, 1.36, -1.10], [1.91, -2.51, 1.11], [1.13, -3.51, 1.81], [0.23, -3.16, 2.53], [1.50, -4.82, 1.79], [2.77, -5.30, 1.39], [1.40, -1.54, 1.11], [2.02, -2.72, 0.05], [2.88, -2.35, 1.57], [0.91, -5.34, 2.42], [2.68, -5.36, 0.31], [2.89, -6.30, 1.81], [3.61, -4.74, 1.82], [2.78, 2.85, -2.13], [1.52, 3.38, -1.38], [1.36, 3.18, -0.18], [0.55, 4.00, -2.07], [-0.67, 4.46, -1.39], [2.36, 2.20, -2.90], [3.40, 2.17, -1.54], [3.44, 3.68, -2.36], [0.78, 4.48, -2.92], [-0.54, 4.63, -0.32], [-1.56, 3.86, -1.56], [-0.72, 5.47, -1.80], [-2.06, 2.56, 1.88], [-2.79, 3.73, 2.50], [-3.03, 4.68, 1.78], [-3.15, 3.70, 3.77], [-3.82, 4.87, 4.45], [-1.14, 2.97, 1.46], [-2.65, 2.05, 1.12], [-1.83, 1.66, 2.45], [-3.23, 2.79, 4.20], [-3.50, 5.87, 4.17], [-3.44, 4.92, 5.47], [-4.90, 4.72, 4.54], [0.16, -4.22, -1.19], [-0.68, -4.38, -2.40], [-1.89, -4.17, -2.33], [-0.10, -4.86, -3.51], [-0.88, -4.99, -4.70], [0.00, -3.22, -0.78], [1.24, -4.33, -1.34], [-0.28, -4.88, -0.44], [0.81, -5.29, -3.43], [-0.31, -5.33, -5.57], [-1.29, -4.01, -4.93], [-1.71, -5.70, -4.64], [2.11, 0.62, 2.85], [0.82, 0.51, 3.62], [-0.12, -0.25, 3.45], [0.69, 1.48, 4.52], [-0.46, 1.63, 5.38], [2.02, 0.64, 1.77], [2.93, 0.00, 3.22], [2.43, 1.65, 3.01], [1.32, 2.24, 4.29], [-1.38, 1.30, 4.90], [-0.83, 2.65, 5.44], [-0.26, 1.05, 6.28], [1.50, -1.22, -3.77], [0.73, -0.18, -4.54], [1.06, 0.26, -5.67], [-0.35, 0.40, -3.87], [-1.19, 1.57, -4.25], [0.79, -2.04, -3.62], [1.90, -1.00, -2.78], [2.20, -1.72, -4.45], [-0.47, -0.01, -2.95], [-2.23, 1.27, -4.37], [-0.73, 1.99, -5.14], [-1.13, 2.36, -3.50]], "mulliken_spin": [0.00, 0.00, 0.02, -0.05, -0.25, -0.01, -0.01, 0.00, -0.01, -0.07, 0.36, 0.51, 0.01, 0.00, 0.00, -0.01, -0.03, 0.03, 0.00, 0.03, 0.00, 0.00, 0.00, 0.00, 0.00, 0.00, 0.00, 0.00, 0.00, 0.00, 0.00, 0.00, 0.04, 0.00, 0.87, 0.08, 0.00, 0.00, -0.01, 0.01, 0.00, 0.00, 0.00, 0.00, -0.01, -0.01, 0.07, 0.08, 0.00, 0.00, 0.00, 0.01, 0.00, 0.00, 0.00, 0.01, 0.00, 0.00, 0.00, 0.00, 0.00, 0.00, 0.00, 0.00, 0.00, 0.00, 0.00, 0.00, 0.02, 0.09, -0.30, -0.47, 0.01, 0.00, 0.00, 0.00, 0.00, -0.03, 0.00, -0.02]}



{"formula": "C4H5N3O", "method": "ωB97M-V/def2-TZVPD", "largest_force_ev_per_a": 3.8, "total_energy_ha": -394.8204, "orbital_gap_ha": 0.361, "e_above_lowest_ev": 4.0037, "homo_ev": -9.48, "symbols": ["O", "C", "C", "N", "N", "N", "C", "C", "H", "H", "H", "H", "H"], "coordinates": [[1.99, -0.66, -0.62], [1.09, -0.24, 0.27], [0.51, 1.28, 0.02], [-0.74, 0.65, -0.21], [-2.04, 0.86, -0.35], [-2.58, -0.32, -0.22], [-1.64, -1.27, -0.03], [-0.37, -0.60, -0.05], [2.87, -0.48, -0.22], [1.36, -0.52, 1.32], [0.98, 1.63, -0.85], [0.45, 2.00, 0.81], [-1.89, -2.34, 0.12]], "nbo_charge": [-0.68, 0.11, -0.23, -0.15, -0.07, -0.24, -0.12, 0.07, 0.48, 0.18, 0.21, 0.21, 0.22]}



{"formula": "C5H6N", "method": "ωB97M-V/def2-TZVPD", "largest_force_ev_per_a": 4.5, "total_energy_ha": -248.3419, "orbital_gap_ha": 0.383, "total_charge": 1, "e_above_lowest_ev": 7.4506, "homo_ev": -15.60, "symbols": ["C", "C", "C", "C", "C", "N", "H", "H", "H", "H", "H", "H"], "coordinates": [[-0.05, -1.48, 0.47], [1.68, 0.74, 0.29], [1.65, -0.65, -0.40], [0.54, 0.10, -0.29], [-1.98, 0.13, -0.09], [-0.69, -0.45, 0.02], [1.88, 0.67, 1.44], [2.02, 1.46, -0.37], [2.18, -1.55, -0.67], [-1.96, 1.17, -0.68], [-2.51, 0.49, 0.79], [-2.75, -0.64, -0.51]], "nbo_charge": [0.52, -0.39, -0.03, 0.16, -0.47, -0.43, 0.26, 0.26, 0.31, 0.27, 0.27, 0.28]}